The following is a DFT calculation (wB97M-V/def2-TZVPD) of a cluster of 7 separate species, C28H44NO20S3 in total at a distorted geometry.

Summary:
- Net charge: +1
- Molecular weight: 810.85 g mol⁻¹
- E_tot: -104688.0056 eV
- Frontier orbital gap: 8.362 eV
- 2S+1: 1

XYZ file:
```
96
Properties=species:S:1:pos:R:3:mulliken_charge:R:1
O -0.437 -5.739 5.170 -0.54
C 0.587 -4.844 4.845 -0.59
C 0.597 -4.563 3.329 0.61
S 2.230 -3.992 2.840 0.04
C 2.039 -2.788 1.492 -0.51
C 2.022 -1.390 2.077 -0.85
C 0.793 -1.063 2.896 -0.33
S -0.600 -0.808 1.764 0.13
C -1.985 -1.066 2.824 -0.15
S -1.946 -0.578 4.366 -0.14
N -3.039 -1.691 2.160 0.24
C -4.362 -1.377 2.733 -0.89
C -5.403 -1.974 1.834 -0.28
O -5.291 -3.367 1.615 -0.39
C -4.057 -4.010 1.841 -0.68
C -2.834 -3.154 2.221 -0.16
H -1.286 -5.277 5.145 0.35
H 0.464 -3.890 5.360 0.30
H 1.542 -5.263 5.148 0.42
H 0.311 -5.447 2.771 0.59
H -0.111 -3.780 3.084 -0.82
H 2.722 -5.078 2.232 0.29
H 1.143 -3.041 0.934 0.26
H 2.916 -2.921 0.870 0.54
H 2.103 -0.711 1.230 0.16
H 2.912 -1.255 2.688 0.44
H 0.513 -1.848 3.591 0.00
H 0.939 -0.170 3.490 0.60
H -4.461 -1.710 3.764 0.41
H -4.494 -0.301 2.679 0.57
H -5.358 -1.467 0.871 0.05
H -6.377 -1.787 2.279 0.43
H -4.200 -4.750 2.627 0.32
H -3.815 -4.573 0.942 0.26
H -2.507 -3.430 3.229 0.16
H -2.021 -3.400 1.543 0.15
C 0.422 -1.748 -3.015 -0.03
C 0.567 -0.301 -2.585 -0.37
O 1.547 -0.395 -1.534 -0.22
C 2.256 -1.520 -1.725 0.59
O 3.238 -1.805 -1.098 -0.50
O 1.719 -2.286 -2.679 -0.36
H 0.229 -1.872 -4.076 0.32
H -0.335 -2.281 -2.445 0.08
H 0.973 0.335 -3.372 0.28
H -0.351 0.135 -2.205 0.31
C -5.672 -1.936 -2.259 -0.05
C -5.333 -3.260 -2.911 -0.44
O -3.892 -3.253 -2.879 -0.36
C -3.498 -2.437 -1.888 0.53
O -2.373 -2.354 -1.485 -0.59
O -4.529 -1.731 -1.400 -0.30
H -6.587 -1.962 -1.677 0.45
H -5.724 -1.120 -2.973 0.05
H -5.684 -4.114 -2.332 0.26
H -5.693 -3.343 -3.931 0.33
C 5.629 0.743 -0.627 0.07
C 6.074 -0.629 -1.085 -0.05
O 7.500 -0.550 -0.958 -0.37
C 7.792 0.409 -0.045 0.52
O 8.869 0.604 0.415 -0.53
O 6.676 1.108 0.282 -0.27
H 4.669 0.743 -0.123 -0.03
H 5.601 1.469 -1.440 0.22
H 5.704 -1.420 -0.433 0.10
H 5.799 -0.859 -2.110 0.32
C -8.040 1.940 -5.349 -0.32
C -6.983 1.124 -6.071 -0.28
O -6.798 0.016 -5.176 -0.33
C -7.922 -0.121 -4.431 0.70
O -8.148 -1.049 -3.721 -0.52
O -8.741 0.932 -4.608 -0.32
H -8.723 2.458 -6.015 0.30
H -7.610 2.654 -4.646 0.26
H -7.331 0.742 -7.030 0.27
H -6.045 1.653 -6.213 0.28
C 5.296 4.268 2.973 -0.31
C 5.545 5.240 1.835 -0.29
O 5.126 4.471 0.694 -0.31
C 4.263 3.528 1.108 0.69
O 3.625 2.828 0.381 -0.58
O 4.222 3.464 2.455 -0.32
H 4.993 4.750 3.897 0.29
H 6.152 3.621 3.166 0.26
H 4.926 6.133 1.901 0.19
H 6.584 5.536 1.733 0.34
C 3.452 9.067 -1.455 -0.33
C 3.901 7.635 -1.692 -0.27
O 5.084 7.557 -0.890 -0.28
C 5.009 8.497 0.081 0.68
O 5.756 8.572 1.002 -0.52
O 3.968 9.330 -0.144 -0.33
H 2.373 9.193 -1.465 0.30
H 3.905 9.768 -2.156 0.26
H 3.180 6.903 -1.324 0.22
H 4.136 7.418 -2.730 0.30
```

=====

The following is a DFT calculation (wB97M-V/def2-TZVPD) of a structure of composition C24H62BaF6N4O20S3Zn at a distorted geometry.

Summary:
- Molecular weight: 1139.67 g mol⁻¹
- E_tot: -170724.9312 eV
- Frontier orbital gap: 5.167 eV
- 2S+1: 1

XYZ file:
```
121
Properties=species:S:1:pos:R:3:mulliken_charge:R:1
Ba 1.002 2.521 4.001 1.73
Zn -1.207 4.224 -0.499 0.03
S -1.183 5.637 2.513 1.15
O -2.405 5.737 3.285 -0.76
O -0.686 6.998 2.384 -0.79
O -0.103 4.948 3.198 -0.77
O -1.459 5.003 1.199 -0.50
C 0.697 0.079 0.235 0.43
F 0.449 -0.613 -0.833 0.10
F 1.110 -0.772 1.248 -0.07
F 1.682 0.887 -0.107 -0.09
S -0.837 1.094 0.797 -1.91
O -2.017 0.295 0.451 -0.04
O -0.695 1.269 2.230 0.12
O -0.918 2.386 -0.015 1.89
C 3.506 4.555 -0.211 0.37
F 3.567 5.732 -0.795 -0.19
F 3.511 3.729 -1.267 -0.22
F 4.582 4.279 0.552 -0.18
S 1.871 4.456 0.792 0.75
O 1.762 5.659 1.683 -0.62
O 0.812 4.357 -0.203 -0.50
O 1.969 3.184 1.522 -0.85
C -2.101 2.897 -2.875 0.76
C -3.224 3.826 -2.463 -0.91
O -3.219 3.959 -1.011 -0.21
O -0.839 3.475 -2.438 -0.33
H -2.058 2.666 -3.940 0.54
H -2.220 1.945 -2.358 -0.59
H -4.149 3.410 -2.863 0.49
H -2.954 4.795 -2.883 0.38
H -4.132 4.088 -0.745 0.26
H -0.148 3.263 -3.070 0.29
C 3.952 0.816 2.821 -0.12
C 4.782 2.054 3.256 -0.63
O 3.988 3.176 3.499 -0.31
O 2.811 0.534 3.629 -0.27
H 4.576 -0.076 2.781 0.57
H 3.654 0.931 1.779 -0.23
H 5.526 2.294 2.497 0.26
H 5.372 1.889 4.158 0.48
H 4.284 3.536 4.338 0.31
H 3.022 -0.145 4.273 0.16
C -4.057 -1.235 2.440 0.25
C -3.666 -2.497 1.671 -0.57
O -2.564 -2.328 0.848 -0.34
O -4.558 -0.214 1.578 -0.57
H -3.161 -0.918 2.973 -0.39
H -4.728 -1.472 3.266 0.50
H -4.509 -2.810 1.055 0.22
H -3.545 -3.279 2.421 0.45
H -2.547 -1.423 0.530 0.01
H -3.799 0.123 1.097 0.22
C 0.396 0.630 -5.156 -1.24
C 1.095 0.885 -3.777 2.92
C 2.465 0.175 -3.550 -1.11
O 3.412 0.430 -4.585 -0.41
C 4.366 -0.625 -4.519 -0.82
N 1.329 2.305 -3.771 -0.69
H 0.898 1.124 -5.988 0.41
H -0.649 0.930 -5.235 0.21
H 0.421 -0.442 -5.353 0.18
H 0.423 0.538 -2.992 -1.74
H 2.194 -0.863 -3.356 0.43
H 2.867 0.382 -2.559 0.52
H 4.743 -0.747 -3.504 0.33
H 5.160 -0.403 -5.232 0.31
H 3.915 -1.587 -4.766 0.28
H 2.056 2.448 -4.458 0.41
H 1.967 2.351 -2.989 0.00
C -2.543 1.923 7.467 -1.35
C -1.293 1.599 6.594 -0.08
C -1.499 0.431 5.650 -0.74
O -0.234 0.273 4.991 0.03
C -0.120 -0.952 4.265 -0.36
N -0.932 2.789 5.865 -0.17
H -2.363 2.524 8.359 0.40
H -2.863 0.938 7.805 0.36
H -3.273 2.453 6.855 0.40
H -0.428 1.305 7.187 0.29
H -2.315 0.506 4.932 0.29
H -1.789 -0.442 6.234 0.49
H -0.743 -0.920 3.371 -0.21
H -0.540 -1.808 4.793 0.46
H 0.892 -1.225 3.967 0.03
H -0.841 3.443 6.630 0.22
H -1.794 3.114 5.452 0.08
C -3.890 -0.617 -2.252 -1.50
C -2.619 -0.746 -3.097 3.10
C -1.831 -2.063 -2.885 -0.70
O -0.822 -2.159 -3.971 -0.33
C 0.089 -3.272 -3.777 -1.10
N -3.131 -0.656 -4.429 -0.78
H -4.173 0.431 -2.348 0.30
H -3.611 -0.741 -1.205 0.43
H -4.740 -1.283 -2.396 0.44
H -1.927 0.055 -2.839 -1.98
H -2.586 -2.827 -3.067 0.54
H -1.390 -2.124 -1.890 -0.03
H -0.331 -4.261 -3.960 0.28
H 0.459 -3.154 -2.758 0.39
H 0.992 -3.165 -4.378 0.37
H -3.744 -1.438 -4.608 0.36
H -2.370 -0.979 -5.009 0.37
C 2.100 -6.495 -3.244 -1.11
C 2.389 -6.766 -1.750 0.29
C 1.260 -6.071 -0.905 -0.72
O 1.422 -4.666 -0.822 -0.26
C 0.739 -4.109 0.280 -0.57
N 2.181 -8.192 -1.661 -0.76
H 1.109 -6.820 -3.563 0.29
H 2.799 -7.036 -3.882 0.42
H 2.229 -5.414 -3.293 0.15
H 3.357 -6.499 -1.327 0.36
H 1.364 -6.576 0.055 0.35
H 0.241 -6.221 -1.261 0.31
H 0.777 -3.035 0.099 -0.21
H 1.336 -4.282 1.176 0.38
H -0.279 -4.478 0.409 0.45
H 1.210 -8.406 -1.833 0.30
H 2.212 -8.339 -0.662 0.28
```